Entry 1:
The following is a DFT calculation (ωB97M-V/def2-TZVPD) of a structure of composition C56H92GeN3O3SeTi at a distorted geometry.

Last column: Löwdin charge in e.
Atoms and positions in Å:
Se -2.444 -1.724 -0.212  1.0093
Ge -4.071 -4.119 -1.571  0.7428
Ti 1.106 -0.312 -0.029  1.0601
O 1.342 1.375 0.416  -0.1783
O 0.154 -1.365 1.170  -0.2454
O 0.043 -0.046 -1.355  -0.2114
N 2.932 0.149 -1.495  -0.1733
N 2.802 -0.768 1.162  -0.2143
N 1.695 -2.222 -1.106  -0.1832
C -0.483 -0.514 -2.509  -0.2682
C 0.477 -2.766 -1.778  -0.1069
C 1.667 3.622 3.534  -0.0246
C 4.217 -0.003 -0.762  -0.1101
C 0.902 3.783 2.213  -0.5069
C 2.807 2.616 -0.957  -0.1320
C 3.045 -2.244 1.043  -0.0818
C -5.311 -4.649 -2.987  -0.2113
C -0.788 -2.445 -3.914  0.0132
C -1.238 0.280 -3.371  -0.0669
C -0.844 -1.907 3.383  -0.0684
C -3.912 -2.176 -5.612  -0.0333
C -0.253 2.769 2.178  -0.0339
C -0.759 2.548 -2.174  -0.0336
C 1.983 2.545 0.170  -0.2194
C 0.123 -1.310 2.537  -0.2101
C -2.359 -5.006 -1.920  -0.1945
C 5.471 5.872 -1.646  -0.0659
C 1.133 -0.577 3.173  -0.1412
C -1.624 1.761 -3.173  -0.5025
C 0.260 5.184 2.166  -0.0428
C -0.198 -0.311 5.156  -0.1562
C -1.531 2.505 -4.520  -0.0454
C -1.322 -4.088 4.492  -0.0461
C -1.565 -3.261 3.206  -0.5112
C -3.075 1.786 -2.666  -0.0212
C 3.632 4.789 -0.279  -0.1505
C 2.795 -2.181 -2.095  -0.1209
C -4.691 -4.848 0.133  -0.2053
C -0.629 -0.632 7.611  -0.0387
C 1.891 3.645 1.031  -0.0635
C 0.970 -0.079 4.459  0.0030
C -0.568 0.383 6.461  -0.5537
C 2.486 -0.297 2.551  -0.0987
C 4.549 5.998 -0.432  -0.5586
C 3.998 0.011 0.738  -0.1291
C -2.070 -1.674 -7.231  -0.0389
C 2.883 -0.777 -2.636  -0.1362
C 2.786 1.534 -2.014  -0.0958
C 3.614 3.725 -1.172  0.0293
C 2.749 4.715 0.789  0.0236
C -2.974 -0.058 0.655  -0.3258
C 0.440 1.475 6.826  -0.0550
C -2.131 -3.856 -6.039  -0.0541
C -1.947 1.039 6.290  -0.0384
C -1.028 -1.292 4.620  0.0100
C -3.083 -3.105 3.048  -0.0543
C -3.919 -2.166 -1.413  -0.5476
C -0.968 -4.084 2.058  -0.0643
C 3.704 7.270 -0.596  -0.0391
C -2.413 -2.359 -5.900  -0.5462
C -0.226 -1.864 -2.792  -0.1477
C -1.794 -0.373 -4.475  0.0211
C 2.080 -3.010 0.093  -0.1323
C 5.426 6.126 0.824  -0.0422
C -1.622 -1.723 -4.757  -0.1475
H -1.934 1.749 5.458  0.0841
H 4.711 -0.921 -1.069  0.1139
H -2.387 2.311 -5.168  0.0802
H -1.484 -5.044 1.989  0.0907
H 2.024 2.596 3.654  0.0665
H -3.567 -4.083 3.131  0.0892
H -4.855 -1.794 -0.992  0.0261
H 3.592 1.728 -2.727  0.1342
H 2.566 -3.953 -0.176  0.1418
H -4.507 -2.662 -6.390  0.0946
H 3.750 -0.649 -3.292  0.1461
H 1.776 0.501 4.899  0.1179
H -5.471 -4.234 0.585  0.0295
H -1.087 -4.043 -6.305  0.0915
H -2.671 -2.106 -8.034  0.0898
H 3.840 1.043 1.034  0.1178
H -3.743 1.249 -3.344  0.0874
H -0.596 5.217 2.842  0.0878
H -0.293 -3.986 4.844  0.0953
H 0.198 2.839 -2.618  0.0838
H -3.137 1.317 -1.682  0.0669
H 6.124 6.744 -1.699  0.0888
H -0.623 2.226 -5.059  0.0937
H -2.209 0.689 0.452  0.0024
H -0.584 -3.491 -4.115  0.1056
H 3.726 -2.478 -1.618  0.1145
H -2.368 -4.397 -5.118  0.0701
H 4.357 8.132 -0.755  0.0891
H -4.845 -4.607 -3.973  -0.0008
H -0.089 5.417 1.157  0.0962
H 3.038 7.183 -1.457  0.0925
H 2.615 0.783 2.549  0.1045
H -4.193 -1.121 -5.589  0.0843
H -1.991 -3.792 5.302  0.0817
H -1.674 -4.873 -1.077  0.0065
H 0.951 5.969 2.477  0.0791
H 6.112 6.970 0.717  0.0891
H -3.741 -1.675 -2.370  -0.0068
H 0.340 -1.121 7.745  0.0915
H 3.095 7.467 0.289  0.0804
H 1.170 -3.254 0.622  0.0819
H -3.939 0.264 0.272  0.0303
H -3.486 -2.462 3.835  0.0859
H 4.896 0.816 -1.005  0.1418
H -3.855 -4.913 0.830  -0.0039
H -2.274 -0.601 -7.199  0.0791
H -0.249 -2.996 -0.997  0.0607
H 2.527 4.293 3.579  0.0878
H 4.902 5.827 -2.578  0.0880
H -1.077 -3.577 1.102  0.0002
H 0.092 -4.283 2.251  0.0910
H -1.511 -5.143 4.284  0.0877
H 2.718 5.546 1.482  0.1084
H -3.428 2.817 -2.577  0.0943
H 0.099 2.006 7.717  0.0905
H 6.018 5.220 0.975  0.0906
H -0.567 2.002 -1.256  0.0572
H -2.726 0.300 6.093  0.0810
H 4.069 -2.395 0.698  0.1211
H 4.892 -0.349 1.254  0.1444
H -2.219 1.580 7.200  0.0892
H 6.105 4.984 -1.575  0.0873
H 0.737 -3.706 -2.272  0.1351
H 4.825 6.294 1.720  0.0788
H 1.008 3.851 4.377  0.0856
H -6.212 -4.033 -3.000  0.0273
H -4.178 -2.622 -4.651  0.0584
H -5.612 -5.683 -2.802  0.0239
H 2.970 -2.711 2.024  0.1395
H -1.378 -1.406 7.429  0.0790
H 2.614 -2.886 -2.907  0.1407
H -2.425 0.208 -5.136  0.1076
H -1.014 -1.812 -7.476  0.0913
H -1.859 -1.639 5.225  0.1119
H -1.282 3.470 -1.910  0.0957
H -1.878 -4.638 -2.828  -0.0121
H -3.342 -2.679 2.083  0.0160
H 0.082 1.747 2.326  0.0621
H 1.986 -0.561 -3.211  0.1238
H 1.842 1.568 -2.559  0.1154
H -2.547 -6.075 -2.041  0.0336
H 0.542 2.200 6.014  0.0672
H 3.240 -0.709 3.228  0.1476
H -2.755 -4.269 -6.833  0.0919
H 4.229 3.737 -2.064  0.1112
H -1.502 3.583 -4.341  0.0891
H -5.089 -5.853 -0.021  0.0255
H -0.790 2.830 1.227  0.0888
H -3.039 -0.230 1.728  0.0190
H -0.954 3.006 2.982  0.0890
H 1.424 1.053 7.045  0.0886
H -0.889 -0.127 8.544  0.0890

Largest force on an atom ... 2.3 eV/Å
Total charge ... +1
HOMO level ... -9.76 eV
HOMO-LUMO gap ... 7.8 eV


Entry 2:
The following is a DFT calculation (ωB97M-V/def2-TZVPD) of a cluster of 9 separate species, C57H135N9O12 in total at a distorted geometry.

Last column: Löwdin charge in e.
Atoms and positions in Å:
O 7.334 -1.608 4.062  -0.2086
O -1.712 4.943 0.471  -0.1814
O -3.784 5.885 4.335  -0.1784
O 1.257 1.250 0.503  -0.2160
O 1.815 -7.099 -6.590  -0.0265
O 2.168 -3.771 2.512  -0.1561
O 2.547 5.400 3.711  -0.1866
O 3.024 -0.318 4.773  -0.2321
O -4.130 -3.036 -3.044  -0.1577
O 1.007 3.473 -4.361  -0.0615
O -8.816 -4.731 -0.793  -0.1856
O -0.846 2.204 4.665  -0.0576
N 5.538 0.933 3.841  -0.0562
N 1.247 3.657 -1.349  0.0605
N 1.841 -5.640 -6.485  -0.0729
N -0.384 -3.214 5.348  0.0459
N 0.398 2.369 -4.997  -0.0785
N -0.954 5.110 4.783  -0.0542
N -2.054 1.928 5.307  -0.1038
N -5.959 -5.326 -2.977  -0.0487
N 2.461 -0.663 -1.247  0.0615
C 7.410 -0.574 3.096  -0.2107
C -5.071 5.389 4.124  -0.1365
C 4.320 -0.662 5.380  -0.1544
C 0.899 1.348 1.859  -0.0845
C 0.715 -5.424 -8.570  -0.0439
C -8.162 -4.933 -2.009  -0.2732
C -0.759 1.129 -7.276  -0.2178
C -1.794 5.847 5.710  -0.2021
C 2.361 0.706 5.463  -0.1192
C 1.199 4.984 3.655  -0.2271
C 0.712 6.034 -1.277  -0.0589
C -1.744 3.017 -4.065  -0.0448
C 5.987 -0.042 2.858  -0.2027
C -4.134 0.332 6.387  -0.1828
C -3.255 5.397 5.575  -0.2074
C -1.130 4.099 -6.201  -0.0214
C 1.183 -0.021 -1.545  -0.4487
C -4.293 0.956 5.037  -0.1473
C 0.424 5.649 4.748  -0.1830
C -0.989 2.794 -5.374  -0.4912
C -3.190 1.110 7.269  -0.1409
C -3.083 4.547 0.358  -0.0954
C -0.923 4.214 -0.488  -0.1842
C 1.988 -5.099 -7.809  -0.5456
C 2.402 -2.562 1.843  -0.1163
C 0.593 0.806 -6.838  -0.1458
C 3.338 4.882 2.686  -0.1105
C 2.082 -3.563 -7.776  -0.1163
C -1.140 2.423 7.517  -0.0275
C -2.380 -0.067 3.752  -0.0087
C 2.241 -5.722 -4.106  -0.0428
C -1.631 1.601 -6.120  -0.1217
C -3.827 -4.099 -2.153  -0.2357
C 1.743 3.056 -7.083  -0.0256
C -6.691 -4.989 -1.764  -0.2265
C 4.300 -5.804 -5.600  -0.0113
C -0.977 0.035 6.687  -0.0214
C -10.247 -4.584 -0.911  -0.0909
C 0.898 -3.090 4.514  -0.4210
C 3.191 -5.664 -8.623  -0.0209
C -2.941 1.244 4.367  -0.4963
C 1.975 -3.458 5.509  -0.0642
C -3.473 -1.891 -2.607  -0.1340
C 0.510 0.318 -0.239  -0.2165
C 3.082 -3.093 -6.701  -0.1749
C -1.808 1.344 6.634  -0.4961
C 5.437 0.426 5.205  -0.1971
C 2.819 -5.259 -5.460  -0.4943
C -3.239 2.225 3.234  -0.0381
C 0.953 -3.877 3.253  -0.2043
C 0.509 4.745 -0.571  -0.4026
C -4.496 -5.342 -2.756  -0.1999
C 2.845 -3.743 -5.386  -0.1759
C 1.299 1.993 -6.058  -0.5192
C 0.324 -0.944 -2.386  -0.0468
C 2.534 1.427 -5.384  -0.0439
C 8.562 -2.086 4.493  -0.1365
H -1.447 5.558 6.699  0.1085
H 0.594 6.744 4.637  0.1350
H -3.691 5.085 1.091  0.0824
H -2.736 -0.256 2.728  0.0919
H 1.178 2.764 -0.814  0.0541
H 1.782 6.197 -1.441  0.0825
H -4.905 0.353 4.367  0.1254
H 2.769 2.833 -7.394  0.0810
H 0.856 -4.923 3.505  0.1258
H 1.491 1.091 4.934  0.0608
H 2.934 -0.872 -2.129  0.0744
H -10.765 -5.413 -1.396  0.0818
H 5.288 1.287 5.862  0.1051
H 6.090 0.544 1.946  0.1165
H 5.360 -0.937 2.778  0.1139
H 4.119 -5.206 -8.282  0.0698
H 2.996 -3.502 5.177  0.0698
H -1.209 2.101 8.564  0.0864
H -1.145 -2.589 5.006  0.0510
H -2.795 3.147 -4.288  0.0839
H 8.473 -2.723 5.371  0.0870
H 3.046 -2.011 -6.607  0.1007
H 2.247 -6.794 -3.930  0.0778
H -0.693 3.967 -7.205  0.0716
H -0.869 3.181 -0.133  0.1081
H -2.989 0.634 8.232  0.1242
H 0.994 0.356 2.320  0.0804
H -6.060 -4.603 -3.674  0.1006
H 4.977 -5.062 -6.043  0.0692
H -10.648 -4.566 0.097  0.0819
H -0.700 -0.670 -2.511  0.0462
H 2.415 -3.272 -8.787  0.1266
H -4.208 -6.213 -2.133  0.1197
H -3.738 -0.682 6.262  0.1035
H 3.016 1.586 5.539  0.0926
H 1.693 1.864 2.395  0.0721
H 3.095 2.183 -4.828  0.0867
H -4.080 1.801 2.654  0.0988
H -8.488 -4.147 -2.687  0.1213
H -0.482 0.720 -0.484  0.1258
H -1.818 0.806 -5.404  0.1103
H 0.896 5.234 2.641  0.1134
H -5.546 5.727 3.218  0.0856
H 1.113 3.913 3.809  0.1062
H 2.014 0.260 6.396  0.0862
H -3.739 -1.525 -1.615  0.0917
H 3.300 3.777 2.761  0.0839
H -0.819 3.147 4.971  0.0730
H -4.033 -3.867 -1.108  0.1177
H 1.631 -2.280 1.111  0.0709
H -5.100 4.309 4.134  0.0580
H 0.299 5.825 -2.281  0.0840
H -6.460 -5.766 -1.018  0.1381
H -5.754 5.657 4.944  0.0922
H -5.116 0.224 6.844  0.1160
H 0.561 -6.482 -8.704  0.0736
H -10.508 -3.686 -1.473  0.0826
H -6.489 -4.013 -1.348  0.1132
H 0.369 -0.541 0.423  0.1159
H -3.544 2.112 7.538  0.1174
H 1.902 -2.801 6.382  0.0729
H 1.982 -3.315 -4.861  0.1179
H -2.174 4.400 -6.177  0.0789
H -2.769 -4.329 -2.123  0.1132
H 2.219 3.955 -1.401  0.0843
H 3.058 -0.059 -0.687  0.0778
H 1.737 -4.455 5.897  0.0880
H -4.864 1.899 5.131  0.1206
H -3.984 -5.562 -3.700  0.1172
H -1.348 5.321 3.870  0.1188
H 0.911 -7.332 -6.343  0.1031
H 9.243 -1.273 4.752  0.0851
H -1.738 3.346 7.429  0.0757
H -8.436 -5.896 -2.493  0.1327
H -1.670 2.152 -3.397  0.0820
H -0.661 4.961 -5.707  0.0837
H 8.144 0.203 3.379  0.1300
H 4.667 -1.569 4.892  0.1051
H 3.098 -5.381 -9.672  0.0789
H -1.308 3.866 -3.535  0.0612
H 0.795 5.403 5.768  0.1351
H 0.540 -0.102 -6.230  0.1179
H 4.439 -6.735 -6.161  0.0796
H 2.432 -1.696 2.531  0.0652
H -3.387 4.802 -0.643  0.0833
H 1.333 0.921 -2.078  0.1191
H -0.075 1.822 2.059  0.0844
H 3.178 1.069 -6.201  0.0822
H -2.389 -1.995 -2.603  0.0667
H -0.761 1.828 -8.109  0.1056
H -2.393 2.220 2.540  0.0654
H 1.822 4.065 -6.690  0.0832
H 0.911 -4.965 -9.545  0.0877
H -2.678 -0.915 4.373  0.0635
H 1.102 -3.136 -7.582  0.1136
H -0.059 2.503 7.357  0.0856
H 0.977 3.299 -3.402  0.0527
H 4.155 -0.879 6.428  0.1134
H 3.389 -2.488 1.425  0.0778
H 4.545 1.063 3.569  0.0989
H -3.379 4.323 5.726  0.0986
H -0.163 0.044 5.960  0.0499
H -0.191 -5.061 -8.099  0.0855
H 3.217 -6.741 -8.654  0.0772
H 0.920 -1.134 -3.284  0.0666
H -0.162 -2.862 6.277  0.0432
H 4.384 5.123 2.875  0.0884
H -3.471 3.253 3.478  0.0562
H 7.804 -1.034 2.185  0.1204
H 4.099 -3.333 -7.051  0.1058
H 4.675 -5.955 -4.588  0.0737
H 0.192 6.907 -0.903  0.0839
H 9.131 -2.716 3.800  0.0866
H 6.373 -0.031 5.522  0.1075
H 3.067 5.310 1.703  0.0895
H 0.883 4.883 0.461  0.1120
H 2.262 0.560 -4.766  0.0701
H -3.840 5.883 6.400  0.1335
H -3.705 -1.033 -3.183  0.0736
H 1.191 -5.447 -4.024  0.0821
H -1.782 6.925 5.686  0.1179
H 1.236 0.661 -7.721  0.1278
H -3.289 3.518 0.651  0.0717
H -1.634 -0.825 6.562  0.0591
H 3.559 -3.497 -4.598  0.1215
H -2.635 1.866 -6.467  0.1221
H 0.050 -3.592 2.710  0.1240
H -1.463 4.155 -1.437  0.1011
H 0.294 -1.942 -1.883  0.0959
H 1.130 3.005 -7.976  0.0676
H 1.005 -2.054 4.198  0.1072
H -0.477 -0.063 7.657  0.0904
H 2.866 -5.229 -3.363  0.0813
H -1.224 0.298 -7.797  0.1136
H -1.299 -0.001 3.719  0.0637

Largest force on an atom ... 2.4 eV/Å
Total charge ... 0
HOMO level ... -8.47 eV
HOMO-LUMO gap ... 8.8 eV
ΔE to the lowest compared entry with this formula, charge and spin ... 0.0 kJ/mol
Structure (SMILES) ... CC1(C)CCCC(C)(C)N1O.CC1(C)CCCC(C)(C)N1O.CC1(C)CCCC(C)(C)N1O.COC[C@H](C)N.COC[C@H](C)N.COC[C@H](C)N.COCCNCCOC.COCCNCCOC.COCCNCCOC


- The highest HOMO level belongs to which entry?
  C57H135N9O12